Density functional theory data (wB97M-V/def2-TZVPD) for C29H21CaCl2N4O4 as an isolated structure.

The LUMO energy comes out at 2.49 eV. As for the spin multiplicity: 1. As for the charge: -1. Its total energy is -88054.1459 eV. As for the relative energy (zero: lowest compared OMol25 entry of this formula, charge and spin): 53.7 kJ/mol. The orbital gap comes out at 7.36 eV.

XYZ file:
```
61
Properties=species:S:1:pos:R:3:mulliken_charge:R:1
Ca -0.064 0.280 0.170 1.612
O 1.899 1.024 -0.605 -1.121
C 2.685 0.300 -1.316 0.586
C 3.205 0.779 -2.552 -0.585
C 4.060 0.026 -3.322 -0.409
C 4.480 -1.245 -2.916 -0.750
C 4.010 -1.734 -1.716 -0.519
C 3.113 -1.015 -0.916 1.027
C 2.660 -1.677 0.298 -0.922
N 1.639 -1.362 0.985 0.252
C 1.232 -2.141 2.130 -0.732
C 0.538 -1.238 3.150 -1.003
N -0.482 -0.444 2.505 -0.004
C -1.665 -0.386 2.982 -0.433
C -2.784 0.378 2.465 0.783
C -4.041 0.070 3.013 -0.698
C -5.192 0.711 2.622 -0.759
C -5.093 1.724 1.659 -0.380
C -3.884 2.080 1.117 -0.517
C -2.672 1.423 1.479 0.643
O -1.559 1.771 0.949 -1.170
H 2.884 1.763 -2.868 0.388
H 4.419 0.431 -4.262 0.356
H 5.157 -1.828 -3.526 0.383
H 4.321 -2.719 -1.379 0.300
H 3.270 -2.546 0.592 0.225
H 2.073 -2.668 2.600 0.446
H 0.510 -2.893 1.790 0.137
H 1.283 -0.552 3.567 0.299
H 0.133 -1.842 3.974 0.485
H -1.905 -0.972 3.883 0.154
H -4.095 -0.715 3.762 0.266
H -6.151 0.442 3.045 0.385
H -5.988 2.243 1.332 0.377
H -3.811 2.856 0.365 0.397
Cl -5.824 3.137 -3.646 -0.282
C -4.528 2.154 -3.010 0.329
C -3.221 2.644 -3.043 -0.756
C -2.200 1.873 -2.551 0.855
Cl -0.586 2.518 -2.533 -0.206
C -2.392 0.563 -2.008 -0.520
O -1.419 -0.140 -1.595 -0.155
C -3.755 0.136 -1.945 1.373
C -4.166 -1.080 -1.246 -0.507
O -3.479 -1.855 -0.616 -0.406
C -4.791 0.926 -2.459 -1.006
H -3.012 3.627 -3.442 0.426
H -5.265 -1.247 -1.304 0.127
H -5.812 0.568 -2.395 0.302
N -3.372 -3.295 -5.611 -0.546
C -2.597 -3.144 -4.776 -0.099
C -1.625 -2.979 -3.732 0.728
C -0.500 -2.189 -3.935 -0.588
C 0.403 -2.068 -2.891 0.062
N 0.249 -2.676 -1.718 -0.137
C -0.837 -3.417 -1.537 -0.290
C -1.806 -3.608 -2.506 -0.451
H -0.339 -1.668 -4.867 0.442
H 1.289 -1.450 -2.998 0.025
H -0.955 -3.874 -0.560 0.339
H -2.688 -4.196 -2.302 0.440
```